(1)
DFT (ωB97M-V with the def2-TZVPD basis set) results for an isolated ion of composition C15H28N4O2PS and charge +1 in a non-equilibrium geometry.

## Properties
SMILES: [H]/N=C\C[C@@H]1[NH+]=C(N(C)[PH2]=S)N[C@H]1CCCCCCOC(=O)C=C
Charge: +1
HOMO in eV: -11.78
LUMO level in eV: -3.50

```
51
C15H28N4O2PS, DFT ωB97M-V with the def2-TZVPD basis set
C 5.51 -0.48 0.64
C 5.38 -0.42 -0.67
C 4.58 0.65 -1.33
O 4.17 0.50 -2.42
O 4.41 1.79 -0.62
C 3.03 2.13 -0.49
C 2.33 1.24 0.54
C 0.93 1.80 0.88
C 0.42 1.12 2.14
C -1.10 1.27 2.45
C -2.02 1.42 1.23
C -2.35 0.11 0.55
N -1.16 -0.81 0.49
C -1.25 -1.61 -0.64
N -0.48 -2.62 -0.83
C -0.62 -3.37 -2.10
P 0.71 -3.08 0.42
S 1.19 -4.93 0.30
N -2.24 -1.14 -1.47
C -2.69 0.18 -0.97
C -4.16 0.25 -1.41
C -4.91 1.46 -0.87
N -5.19 1.66 0.33
H 6.45 -0.76 1.10
H 4.68 -0.31 1.30
H 5.85 -1.13 -1.34
H 2.90 3.16 -0.16
H 2.55 2.06 -1.47
H 2.94 1.11 1.43
H 2.15 0.29 0.03
H 1.06 2.88 1.01
H 0.32 1.63 -0.01
H 0.95 1.58 2.98
H 0.67 0.06 2.14
H -1.28 2.10 3.13
H -1.39 0.38 3.00
H -2.97 1.79 1.61
H -1.70 2.17 0.51
H -3.16 -0.46 1.02
H -0.43 -0.15 0.19
H 0.27 -3.97 -2.27
H -1.54 -3.94 -2.14
H -0.66 -2.62 -2.90
H 0.10 -2.72 1.63
H 1.79 -2.19 0.21
H -2.96 -1.86 -1.43
H -2.09 1.02 -1.31
H -4.72 -0.66 -1.19
H -4.17 0.35 -2.50
H -5.27 2.20 -1.58
H -4.82 0.86 0.87
```

---

(2)
DFT (ωB97M-V with the def2-TZVPD basis set) results for C15H28N6O4OsSe3 as an isolated structure.

## Properties
Charge: +2
HOMO in eV: -13.86
LUMO level in eV: -7.38

```
57
C15H28N6O4OsSe3, DFT ωB97M-V with the def2-TZVPD basis set
Os -1.41 -0.30 -1.18
C -1.71 3.10 0.12
Se -1.05 2.23 -1.48
C -2.45 2.71 -2.75
C -3.80 2.35 -2.18
Se -3.85 0.50 -1.56
C -4.26 -0.36 -3.25
H -1.97 4.12 -0.16
H -0.88 3.14 0.83
H -2.56 2.57 0.54
H -2.20 2.15 -3.65
H -2.35 3.78 -2.96
H -4.61 2.49 -2.91
H -4.04 2.95 -1.30
H -5.20 0.09 -3.58
H -4.40 -1.41 -3.03
H -3.47 -0.21 -3.98
C 1.64 0.65 3.38
C 2.91 0.73 2.53
N 3.51 -0.56 2.26
C 4.21 -1.25 3.36
C 3.43 -2.43 3.91
C 3.56 -1.16 1.05
O 4.16 -2.18 0.81
C 2.80 -0.55 -0.11
C 3.47 -0.32 -1.30
C 2.76 0.11 -2.41
C 1.39 0.23 -2.32
N 0.72 -0.04 -1.18
C 1.42 -0.41 -0.10
H 1.20 1.64 3.49
H 1.86 0.27 4.38
H 0.91 -0.03 2.93
H 3.65 1.34 3.05
H 2.71 1.24 1.58
H 4.39 -0.50 4.13
H 5.18 -1.58 2.98
H 2.47 -2.13 4.31
H 4.00 -2.90 4.72
H 3.28 -3.18 3.14
H 4.54 -0.48 -1.35
H 3.25 0.32 -3.35
H 0.80 0.55 -3.17
H 0.87 -0.66 0.79
O -1.29 -0.89 -3.17
N -0.73 -2.03 -2.91
O -0.44 -2.83 -3.72
O -0.52 -2.16 -1.64
N -2.79 0.43 1.41
N -1.50 -0.05 0.96
H -2.77 0.53 2.42
H -3.46 -0.30 1.19
H -1.27 -0.94 1.42
H -0.81 0.63 1.29
Se -3.46 -4.50 -0.80
C -3.05 -2.84 -0.76
N -2.77 -1.68 -0.70
```

---

(3)
DFT (ωB97M-V with the def2-TZVPD basis set) results for a 6-piece molecular cluster, C15H29BCl10O4 overall in a non-equilibrium geometry.

## Properties
SMILES: COB(O)[C@H]1COC(=O)C1.ClCCCl.ClCCCl.ClCCCl.ClCCCl.ClCCCl
HOMO in eV: -9.86
LUMO level in eV: 0.29

```
59
C15H29BCl10O4, DFT ωB97M-V with the def2-TZVPD basis set
C -1.32 1.37 -2.12
O -2.47 2.03 -2.75
B -2.84 3.28 -2.07
O -1.94 4.38 -1.69
C -4.48 3.48 -1.76
C -5.17 2.53 -2.95
O -5.49 1.22 -2.36
C -5.24 1.17 -0.88
O -5.35 0.01 -0.21
C -4.89 2.68 -0.36
H -1.62 0.65 -1.22
H -0.88 0.62 -2.95
H -0.46 2.09 -1.78
H -1.39 4.17 -0.88
H -4.88 4.59 -1.80
H -4.69 2.57 -4.03
H -6.23 3.01 -3.17
H -3.92 2.75 0.30
H -5.76 3.22 0.26
Cl 1.08 -1.77 -3.36
C 0.26 -3.30 -2.95
C -1.19 -3.09 -2.57
Cl -1.36 -2.25 -1.01
H 0.83 -3.79 -2.15
H 0.32 -3.94 -3.84
H -1.69 -4.06 -2.46
H -1.73 -2.51 -3.32
Cl 1.03 1.51 -0.17
C 0.83 1.20 1.57
C -0.51 1.68 2.09
Cl -0.63 3.46 2.10
H 1.67 1.67 2.10
H 0.92 0.12 1.70
H -0.65 1.35 3.12
H -1.34 1.29 1.49
Cl 1.58 1.74 4.59
C 2.79 0.77 5.47
C 4.20 1.28 5.27
Cl 4.78 1.01 3.60
H 2.68 -0.28 5.15
H 2.52 0.82 6.53
H 4.89 0.74 5.93
H 4.28 2.35 5.49
Cl 5.40 -1.16 -5.27
C 4.47 -1.21 -6.79
C 3.00 -1.54 -6.55
Cl 2.77 -3.22 -6.01
H 4.94 -1.94 -7.45
H 4.55 -0.22 -7.25
H 2.44 -1.43 -7.49
H 2.55 -0.88 -5.81
Cl 3.18 -2.47 5.68
C 2.36 -4.00 6.09
C 0.91 -3.78 6.47
Cl 0.74 -2.94 8.04
H 2.93 -4.48 6.89
H 2.42 -4.63 5.20
H 0.41 -4.75 6.58
H 0.37 -3.20 5.72
```

---

(4)
DFT (ωB97M-V with the def2-TZVPD basis set) results for C15H29F3O6Zn as an isolated structure in a non-equilibrium geometry.

## Properties
Charge: +1
Expectation value of S²: 0.7546
HOMO (spin up / spin down) in eV: -11.35 / -11.34
LUMO level (spin up / spin down) in eV: -2.09 / -6.02
2S+1: 2

```
54
C15H29F3O6Zn, DFT ωB97M-V with the def2-TZVPD basis set
Zn -29.17 -25.04 23.64
C -29.44 -22.29 23.29
O -30.47 -23.28 23.13
O -28.41 -23.11 23.84
C -29.15 -21.36 22.03
F -29.17 -22.12 20.96
F -30.14 -20.46 21.92
F -27.98 -20.73 22.07
C -31.78 -22.80 22.82
C -32.75 -23.97 22.87
H -32.94 -24.35 23.87
H -33.71 -23.96 22.35
H -32.29 -24.80 22.33
H -31.78 -22.41 21.80
H -32.11 -22.03 23.51
H -29.85 -21.59 24.01
C -31.83 -27.81 21.89
C -31.54 -27.49 23.44
O -30.42 -26.64 23.54
H -32.80 -28.30 21.84
H -31.10 -28.54 21.55
H -31.83 -26.87 21.34
H -31.44 -28.42 24.00
H -32.45 -26.99 23.77
C -25.36 -25.37 23.09
C -26.17 -26.11 24.10
O -27.39 -26.05 24.15
C -25.45 -26.96 25.10
H -25.45 -24.30 23.28
H -25.52 -25.57 22.03
H -24.31 -25.59 23.27
H -25.99 -27.12 26.03
H -24.50 -26.54 25.44
H -25.32 -27.95 24.67
C -27.79 -24.82 19.38
C -28.46 -25.62 20.48
O -28.70 -25.15 21.59
C -28.80 -27.04 20.20
H -28.44 -24.78 18.51
H -26.90 -25.32 18.98
H -27.53 -23.84 19.77
H -28.17 -27.47 19.42
H -29.80 -26.92 19.80
H -28.75 -27.65 21.10
C -29.46 -23.20 27.49
C -30.04 -24.44 26.66
O -29.35 -25.06 25.85
C -31.51 -24.86 26.88
H -29.03 -22.46 26.82
H -28.73 -23.45 28.26
H -30.30 -22.63 27.89
H -32.09 -24.30 26.15
H -31.86 -24.66 27.89
H -31.60 -25.92 26.65
```

---

(5)
DFT (ωB97M-V with the def2-TZVPD basis set) results for a 2-piece molecular cluster, C15H29FN3O5 overall in a non-equilibrium geometry.

## Properties
Expectation value of S²: 0.7539
HOMO (spin up / spin down) in eV: -8.50 / -9.55
LUMO level (spin up / spin down) in eV: 0.31 / 0.25
2S+1: 2

```
53
C15H29FN3O5, DFT ωB97M-V with the def2-TZVPD basis set
C 1.82 1.14 3.17
C 0.99 0.11 2.40
C 0.93 -1.13 3.30
C 1.78 -0.19 1.11
C 0.98 -0.57 -0.16
C 1.76 0.01 -1.36
C 1.79 1.54 -1.41
O 3.07 2.07 -1.10
C 1.42 2.06 -2.79
N 0.00 2.46 -2.87
C 1.03 -2.08 -0.30
O 0.04 -2.80 -0.36
N 2.33 -2.68 -0.33
C 2.39 -3.88 -1.05
O 2.11 -5.00 -0.67
F 2.85 -3.66 -2.30
C -0.45 -0.10 -0.22
C -1.19 0.15 1.11
C -2.26 1.20 0.80
C -1.93 -1.11 1.52
N -0.33 0.72 2.17
O -0.98 0.88 3.27
H 1.26 1.53 4.01
H 2.71 0.69 3.55
H 2.06 1.97 2.52
H 1.87 -1.64 3.30
H 0.17 -1.85 3.01
H 0.74 -0.81 4.31
H 2.45 -0.99 1.36
H 2.41 0.66 0.91
H 1.37 -0.38 -2.29
H 2.80 -0.30 -1.33
H 1.08 1.97 -0.71
H 3.62 1.41 -0.68
H 1.69 1.34 -3.55
H 2.03 2.94 -2.95
H -0.06 3.27 -3.46
H -0.50 1.75 -3.38
H 3.03 -2.05 -0.71
H -0.53 0.81 -0.80
H -1.05 -0.82 -0.74
H -2.76 0.96 -0.12
H -2.92 1.31 1.64
H -1.74 2.15 0.69
H -2.69 -1.28 0.77
H -1.32 -2.00 1.52
H -2.45 -1.00 2.46
C -5.34 0.38 -2.52
O -4.61 0.17 -1.31
H -4.99 1.31 -2.96
H -5.16 -0.44 -3.23
H -6.41 0.46 -2.32
H -4.92 -0.64 -0.92
```

---

(6)
DFT (ωB97M-V with the def2-TZVPD basis set) results for a 4-piece molecular cluster, C15H29IN2O7S3 overall in a non-equilibrium geometry.

## Properties
SMILES: C[C@@H](I)C[C@@]1(CCCSC(=S)n2ccnc2)COS(=O)(=O)O1.CO.CO.CO
HOMO in eV: -8.67
LUMO level in eV: -0.78

```
57
C15H29IN2O7S3, DFT ωB97M-V with the def2-TZVPD basis set
C 5.05 -2.03 1.42
C 3.83 -1.98 0.50
I 2.34 -3.36 1.19
C 3.22 -0.57 0.51
C 2.50 -0.05 -0.74
C 2.48 1.51 -0.72
C 1.23 2.19 -0.13
C 0.84 1.75 1.29
S -0.93 2.06 1.66
C -1.80 0.92 0.60
S -2.47 1.42 -0.78
N -1.94 -0.41 1.05
C -3.09 -1.16 0.91
C -2.84 -2.36 1.47
N -1.55 -2.39 1.96
C -1.05 -1.23 1.70
C 3.12 -0.55 -2.04
O 2.15 -0.26 -3.05
S 0.68 -0.39 -2.44
O 0.02 0.84 -2.72
O 0.06 -1.61 -2.80
O 1.13 -0.50 -0.91
H 5.83 -1.41 0.97
H 5.44 -3.05 1.47
H 4.82 -1.67 2.42
H 4.15 -2.29 -0.49
H 4.04 0.13 0.69
H 2.57 -0.50 1.38
H 3.36 1.92 -0.22
H 2.55 1.85 -1.76
H 0.37 2.10 -0.79
H 1.45 3.25 -0.07
H 1.35 2.33 2.05
H 1.01 0.69 1.46
H -4.01 -0.85 0.45
H -3.53 -3.18 1.56
H -0.05 -0.93 1.96
H 3.16 -1.64 -2.01
H 4.10 -0.15 -2.27
C -5.56 0.70 3.44
O -5.60 1.61 2.35
H -6.48 0.80 4.01
H -5.47 -0.33 3.09
H -4.72 0.92 4.10
H -4.77 1.49 1.87
C -6.59 -2.26 0.43
O -5.92 -3.50 0.65
H -6.26 -1.57 1.21
H -6.34 -1.83 -0.54
H -7.68 -2.37 0.51
H -6.21 -4.11 -0.04
C 3.96 3.53 -4.47
O 3.14 3.87 -3.36
H 4.86 3.06 -4.08
H 3.46 2.83 -5.14
H 4.26 4.42 -5.04
H 2.34 4.29 -3.70
```

---

(7)
DFT (ωB97M-V with the def2-TZVPD basis set) results for a 2-piece molecular cluster, C15H29N4O2S2 overall in a non-equilibrium geometry.

## Properties
Charge: +1
HOMO in eV: -10.13
LUMO level in eV: -3.07

```
52
C15H29N4O2S2, DFT ωB97M-V with the def2-TZVPD basis set
C 0.04 3.63 5.42
C -0.67 2.54 4.40
N -1.81 1.76 5.01
C -1.35 0.56 5.81
C -0.95 0.88 7.37
C -2.78 1.27 3.95
S -4.40 0.98 4.49
S -2.40 0.98 2.13
C -1.20 -0.43 1.86
C -0.50 -0.32 0.35
C -0.35 -1.82 -0.35
N 0.20 -2.87 0.61
C 1.50 -2.43 1.25
O 2.52 -1.99 0.47
O 1.62 -2.48 2.75
H 1.06 3.94 4.89
H -0.60 4.63 5.46
H 0.32 3.21 6.47
H 0.10 1.74 3.99
H -1.14 3.19 3.52
H -0.40 0.06 5.30
H -2.18 -0.30 5.85
H 0.24 0.89 7.40
H -1.29 1.97 7.70
H -1.28 0.06 8.14
H -0.31 -0.48 2.62
H -1.85 -1.43 1.83
H 0.55 0.21 0.38
H -1.18 0.32 -0.40
H -1.43 -2.14 -0.74
H 0.37 -1.82 -1.29
H -0.51 -3.19 1.30
H 1.71 -1.55 3.11
C -0.23 -1.07 -8.49
C -0.07 -0.01 -7.41
N 0.74 -0.42 -6.26
C 1.33 -1.66 -6.02
C 1.94 -1.59 -4.80
N 1.72 -0.31 -4.33
C 1.01 0.39 -5.23
C 2.17 0.22 -3.04
H -0.70 -1.97 -8.09
H -0.87 -0.69 -9.30
H 0.74 -1.34 -8.92
H -1.06 0.27 -7.03
H 0.39 0.89 -7.84
H 1.24 -2.45 -6.75
H 2.50 -2.29 -4.21
H 0.70 1.43 -5.13
H 1.30 0.55 -2.47
H 2.84 1.06 -3.22
H 2.70 -0.56 -2.48
```

---

(8)
DFT (ωB97M-V with the def2-TZVPD basis set) results for a 2-piece molecular cluster, C15H29N4O7 overall in a non-equilibrium geometry.

## Properties
Charge: +1
HOMO in eV: -12.01
LUMO level in eV: -2.75

```
55
C15H29N4O7, DFT ωB97M-V with the def2-TZVPD basis set
O 0.65 0.09 4.89
O -2.62 2.51 6.37
O 0.96 -1.27 -0.44
O 3.90 -3.28 -5.94
O 2.06 0.30 -2.64
O 1.44 -1.70 -5.63
O 4.19 -1.33 -3.20
C -0.50 0.48 5.03
C -2.83 2.88 5.23
C -1.76 0.73 1.27
C -2.69 0.33 2.20
C -2.36 -1.35 0.79
N -1.56 -0.34 0.41
N -3.62 3.94 5.04
N -0.92 1.48 4.24
N -3.07 -0.96 1.87
C -1.40 -0.25 6.01
C -4.01 4.59 3.78
C 3.66 -1.50 -7.53
C 1.91 -1.78 -1.39
C 3.85 -1.86 -6.06
C 1.82 -1.11 -2.77
C 2.73 -1.27 -5.16
C 2.90 -1.71 -3.69
C -3.23 1.15 3.35
C -2.23 2.12 4.02
H 1.29 -1.49 0.46
H 4.52 -3.67 -6.59
H 3.02 0.42 -2.55
H 1.39 -1.63 -6.60
H 4.88 -1.87 -3.62
H -1.26 1.68 1.23
H -2.39 -2.34 0.33
H -0.82 -0.40 -0.31
H -3.96 4.35 5.90
H -0.14 1.87 3.73
H -3.73 -1.53 2.39
H -1.49 0.36 6.91
H -2.37 -0.45 5.59
H -0.92 -1.19 6.28
H -4.67 3.95 3.20
H -4.54 5.52 4.01
H -3.13 4.85 3.19
H 4.51 -1.85 -8.12
H 2.75 -1.97 -7.93
H 3.58 -0.42 -7.65
H 1.77 -2.86 -1.50
H 2.92 -1.62 -0.99
H 4.81 -1.43 -5.73
H 0.82 -1.28 -3.18
H 2.78 -0.18 -5.21
H 2.80 -2.80 -3.66
H -4.08 1.72 2.98
H -3.63 0.48 4.11
H -2.03 2.90 3.28
```

---

(9)
DFT (ωB97M-V with the def2-TZVPD basis set) results for C15H29N4O7Pd as an isolated structure in a non-equilibrium geometry.

## Properties
Charge: +1
Expectation value of S²: 6.0104
HOMO (spin up / spin down) in eV: -9.12 / -12.19
LUMO level (spin up / spin down) in eV: -2.47 / -5.70
2S+1: 5

```
56
C15H29N4O7Pd, DFT ωB97M-V with the def2-TZVPD basis set
Pd -0.33 1.32 0.30
O -3.17 2.75 -2.58
C -2.12 2.38 -1.87
O -2.21 1.76 -0.82
C -0.82 2.82 -2.51
O 0.30 2.38 -1.77
C 1.16 3.46 -1.32
C 0.72 4.05 0.04
O 1.18 5.11 0.37
O -0.11 3.33 0.73
H -3.98 2.50 -2.12
H -0.86 3.91 -2.60
H -0.79 2.41 -3.52
H 1.18 4.24 -2.08
H 2.16 3.04 -1.24
N 0.18 -0.47 -0.85
C 0.75 -1.67 -0.23
C 1.83 -2.33 -1.10
C 1.37 -2.61 -2.53
C 0.36 -3.75 -2.67
N -0.90 -3.59 -1.96
C -1.95 -2.75 -2.30
N -1.59 -1.68 -3.19
N -2.61 -2.21 -1.13
C 1.33 -1.41 1.15
O 1.69 -2.25 1.91
O 1.41 -0.04 1.54
H -0.59 -0.75 -1.46
H 0.87 -0.03 -1.45
H -0.07 -2.37 -0.06
H 2.16 -3.25 -0.61
H 2.70 -1.67 -1.13
H 2.24 -2.89 -3.13
H 0.97 -1.70 -2.98
H 0.81 -4.67 -2.28
H 0.19 -3.95 -3.73
H -1.10 -4.26 -1.25
H -1.19 -2.07 -4.04
H -2.45 -1.24 -3.50
H -2.80 -2.96 -0.47
H -3.52 -1.85 -1.40
C 1.32 -0.27 4.55
C 0.54 0.79 3.76
C -0.85 1.01 4.36
C 1.33 2.11 3.74
C 0.36 0.32 2.35
H 1.46 0.09 5.57
H 2.30 -0.46 4.12
H 0.78 -1.22 4.60
H -0.75 1.37 5.38
H -1.42 0.08 4.38
H -1.40 1.76 3.79
H 1.42 2.48 4.76
H 0.83 2.87 3.14
H 2.34 1.95 3.35
H -0.64 0.03 1.98
```